Entry 1:
Formula: C8H20N2OS
Source: OMol25
Level of theory: ωB97M-V/def2-TZVPD

Cartesian coordinates (Å):
1 C -1.9618 -1.6552 0.3479
2 C -3.0514 0.3409 1.4955
3 C -3.4354 -0.1422 -0.9046
4 C 1.8255 1.0998 0.9378
5 C 4.0886 -0.1764 0.4607
6 C 2.7388 0.7422 -1.3662
7 C -2.4012 -0.2133 0.2148
8 C 2.6384 0.1719 0.0141
9 N -0.6193 0.4484 -1.2697
10 N -1.3020 0.6405 -0.1184
11 O 1.8535 -2.2160 -1.1839
12 S 1.5061 -1.3680 -0.0601
13 H -2.2549 -2.2478 -0.4318
14 H -0.8611 -1.6793 0.1462
15 H -2.2272 -2.1122 1.2670
16 H -2.3934 0.3594 2.2913
17 H -3.9993 -0.1455 1.7408
18 H -3.2580 1.3781 1.2912
19 H -4.1512 -0.8304 -0.9880
20 H -3.8044 0.8360 -0.8248
21 H -2.9239 -0.2189 -1.7649
22 H 0.8736 1.1686 0.5069
23 H 1.6751 0.8458 2.0006
24 H 2.5173 2.0643 0.9187
25 H 4.5523 0.6245 1.0123
26 H 4.6656 -0.3936 -0.3952
27 H 3.9877 -1.0512 1.2179
28 H 2.4285 0.0277 -2.1270
29 H 1.9002 1.4462 -1.3687
30 H 3.6823 1.0449 -1.6547
31 H -1.2541 1.5058 0.3724
32 H -1.0350 -0.2951 -1.7781

Calculated values
* spin multiplicity: 1
* electronic energy: -899.57256 Eh
* orbital gap (spin up / spin down): 8.7 / 7.5 eV
* E_LUMO (spin up / spin down): 0.7 / -0.2 eV

Mulliken population analysis, charges in e, atoms 1 to 2:
1. C -0.915
2. C -2.019

***

Entry 2:
Formula: C36H37F3P2Pb
Source: OMol25
Level of theory: ωB97M-V/def2-TZVPD

Cartesian coordinates (Å):
1 Pb -0.9321 -1.3618 -0.7933
2 C 0.0235 -2.6511 -2.3747
3 C 0.6099 -1.3695 -2.6408
4 C 0.1803 -0.5037 -3.7600
5 C -1.3621 -0.3064 -3.8152
6 C -2.1439 -0.5353 -2.5236
7 C -2.8354 -1.7056 -2.1568
8 C -2.4804 -3.1237 -2.5546
9 C -1.0945 -3.2812 -3.1878
10 C -0.1924 1.1937 2.6600
11 H 0.7342 -3.3790 -1.9749
12 H 1.6559 -1.2791 -2.3782
13 H 0.5361 -0.9727 -4.7119
14 H 0.6872 0.4810 -3.7183
15 H -1.5148 0.7368 -4.1346
16 H -1.8310 -0.9461 -4.5831
17 H -2.4437 0.4002 -2.0095
18 H -3.8238 -1.5915 -1.6849
19 H -3.2152 -3.6033 -3.2359
20 H -2.5957 -3.7395 -1.6326
21 H -0.8948 -4.3620 -3.1945
22 H -1.0973 -2.9767 -4.2549
23 H -0.5167 0.1744 2.8273
24 H -0.4004 1.7429 3.6024
25 H 0.8797 1.0691 2.5304
26 P 2.0365 0.2244 0.1968
27 P -1.2714 1.7330 1.2845
28 C 0.7327 1.0547 -0.7586
29 C -0.5028 1.5636 -0.3332
30 C 3.5420 0.9501 -0.4119
31 C 3.7934 1.2776 -1.7570
32 C 5.0407 1.8382 -2.0617
33 C 5.9679 2.0862 -1.0512
34 C 5.6858 1.7979 0.2860
35 C 4.4632 1.2349 0.6239
36 C 2.4326 -1.6193 0.0906
37 C 1.4957 -2.6302 0.4466
38 C 1.8584 -3.8290 1.0259
39 C 3.1611 -4.2821 0.8265
40 C 4.0846 -3.4211 0.2129
41 C 3.7532 -2.0951 -0.0925
42 C -2.0357 3.4091 1.3075
43 C -1.2228 4.5353 1.0472
44 C -1.7085 5.8375 1.2245
45 C -3.0300 6.0797 1.5902
46 C -3.8936 4.9893 1.6500
47 C -3.4120 3.6779 1.5064
48 C -2.7096 0.5880 1.6214
49 C -2.8254 0.0430 2.9193
50 C -3.6878 -1.0250 3.1761
51 C -4.5368 -1.4949 2.1695
52 C -4.5821 -0.8363 0.9362
53 C -3.6608 0.1957 0.6452
54 H 1.0562 1.3667 -1.7704
55 H -0.9294 2.2598 -1.0854
56 H 3.0607 1.0462 -2.5392
57 H 5.3006 2.0454 -3.0995
58 H 6.9429 2.4955 -1.2915
59 H 6.4208 1.9702 1.0679
60 H 4.1956 0.9498 1.6502
61 H 0.4204 -2.7165 0.1121
62 H 1.0328 -4.4461 1.4124
63 H 3.4027 -5.3108 1.1209
64 H 5.0899 -3.8193 0.0316
65 H 4.5437 -1.4464 -0.4684
66 H -0.1960 4.4041 0.7082
67 H -1.0622 6.6959 1.0850
68 H -3.3906 7.0853 1.8224
69 H -4.9563 5.1636 1.8189
70 H -4.1292 2.8553 1.5569
71 H -2.1759 0.3958 3.7302
72 H -3.6842 -1.4763 4.1747
73 H -5.1861 -2.3498 2.3629
74 H -5.3369 -1.1424 0.2007
75 H -3.6704 0.6927 -0.3432
76 F 1.1873 -2.5765 4.7391
77 C 1.9312 -1.4565 4.5261
78 F 2.0609 -0.8090 5.7242
79 F 3.1701 -1.8694 4.1318

Calculated values
* spin multiplicity: 1
* electronic energy: -2568.72450 Eh
* orbital gap (spin up / spin down): 3.3 / 3.3 eV
* E_LUMO (spin up / spin down): -1.1 / -1.1 eV
* ΔE to the lowest compared entry with this formula, charge and spin: 7.140 eV

Mulliken population analysis, charges in e, atoms 1 to 2:
1. Pb 0.545
2. C -0.882

***

Entry 3:
Formula: C6H6O
Source: OMol25
Level of theory: ωB97M-V/def2-TZVPD

Cartesian coordinates (Å):
1 C -1.6258 0.7818 -0.0094
2 C -0.8339 0.0024 0.9217
3 C -1.1338 0.7098 -1.2581
4 C 0.2862 -0.5615 0.0587
5 C 0.1358 -0.0266 -1.1902
6 C 3.9532 -0.8815 0.4067
7 O 3.3139 -0.8176 1.3233
8 H -2.6579 1.0637 0.1980
9 H -0.4942 0.5162 1.7909
10 H -1.4467 1.3330 -2.0429
11 H 0.8332 -0.1120 -1.9903
12 H 1.0934 -1.0948 0.4717
13 H -1.4234 -0.9129 1.3199

Calculated values
* spin multiplicity: 1
* electronic energy: -307.40357 Eh
* orbital gap: 9.7 eV
* E_LUMO: 1.1 eV
* ΔE to the lowest compared entry with this formula, charge and spin: 1.629 eV

Mulliken population analysis, charges in e, atoms 1 to 2:
1. C -0.508
2. C -0.278

***

Entry 4:
Formula: CH5NOS2
Source: OMol25
Level of theory: ωB97M-V/def2-TZVPD

Cartesian coordinates (Å):
1 N -1.1691 -0.4013 0.9170
2 C 0.0238 -1.0792 0.9870
3 O 0.1561 -2.2707 0.8499
4 H -1.2554 0.3250 1.6187
5 H -1.9714 -1.0191 0.9260
6 H 0.8707 -0.5129 1.3512
7 S 0.1737 0.4507 -2.1433
8 S 0.8843 1.6822 -0.5964
9 H 1.3946 0.0567 -2.5286
10 H 0.8927 2.7686 -1.3815

Calculated values
* SMILES: NC=O.SS
* spin multiplicity: 1
* electronic energy: -967.46447 Eh
* orbital gap: 9.9 eV
* E_LUMO: 0.2 eV
* ΔE to the lowest compared entry with this formula, charge and spin: 0.352 eV

Mulliken population analysis, charges in e, atoms 1 to 2:
1. N -0.369
2. C 0.030

***

Entry 5:
Formula: C4H9ClN2O3
Source: OMol25
Level of theory: ωB97M-V/def2-TZVPD

Cartesian coordinates (Å):
1 N 0.4818 -2.2880 -0.6953
2 C 1.3680 -1.6749 -0.0546
3 O 2.5964 -2.1727 0.0714
4 C 1.1432 -0.3740 0.6552
5 C 0.6733 0.8081 -0.2027
6 N 1.0650 2.1399 0.3098
7 C -0.8608 0.8346 -0.4155
8 O -1.5206 -0.1817 -0.2753
9 O -1.3569 2.0446 -0.7053
10 H -0.4608 -1.8887 -0.5736
11 H 0.5878 -3.2179 -1.1667
12 H 1.9737 -0.1025 1.1717
13 H 0.4465 -0.5586 1.4535
14 H 1.0838 0.6899 -1.2251
15 H 2.0290 2.2033 0.2718
16 H 0.8243 2.1679 1.2285
17 H -0.6180 2.6481 -0.5689
18 Cl -5.0828 -0.9795 0.1639
19 H -4.3730 -0.0978 0.5572

Calculated values
* SMILES: NC(=O)C[C@H](N)C(=O)O.Cl
* spin multiplicity: 1
* electronic energy: -953.25047 Eh
* orbital gap: 9.6 eV
* E_LUMO: 0.4 eV

Mulliken population analysis, charges in e, atoms 1 to 2:
1. N -0.241
2. C 0.385

***

Entry 6:
Formula: C9H21ClMgN3O3
Source: OMol25
Level of theory: ωB97M-V/def2-TZVPD

Cartesian coordinates (Å):
1 Mg -1.8758 1.2430 -1.4221
2 Cl -0.0048 0.0712 -2.3101
3 C -1.6244 -0.1824 1.4315
4 O -1.7782 0.5022 0.4048
5 N -0.4310 -0.4670 1.9176
6 C 0.8070 -0.0501 1.3386
7 C -0.3093 -1.3542 3.0801
8 H -2.4529 -0.5888 2.0139
9 H 1.4011 0.6099 1.9806
10 H 0.6678 0.4353 0.3729
11 H 1.5206 -0.8571 1.1374
12 H -0.2351 -2.3886 2.7363
13 H 0.5689 -1.1065 3.6661
14 H -1.1926 -1.3169 3.7173
15 C -0.3403 3.9073 -0.6618
16 O -0.9920 2.9224 -1.0444
17 N 0.7538 4.3257 -1.2686
18 C 1.3736 5.5600 -0.8773
19 C 1.2458 3.7008 -2.5089
20 H -0.6293 4.4758 0.2252
21 H 1.0655 6.4846 -1.3684
22 H 2.4574 5.5055 -1.0192
23 H 1.3037 5.7270 0.2011
24 H 1.0303 4.3646 -3.3456
25 H 2.3223 3.6315 -2.3597
26 H 0.8392 2.7134 -2.6984
27 C 0.7671 -3.0300 -0.2163
28 O 1.8967 -3.3737 0.0696
29 N -0.2868 -3.8835 -0.3119
30 C -1.6171 -3.4519 -0.6775
31 C -0.1951 -5.2739 0.0980
32 H 0.4864 -2.0054 -0.5177
33 H -1.7860 -3.6678 -1.7362
34 H -1.7103 -2.3666 -0.5416
35 H -2.4131 -3.8615 -0.0561
36 H -0.4045 -5.9202 -0.7631
37 H 0.7725 -5.5248 0.5157
38 H -1.0013 -5.5094 0.7981

Calculated values
* net charge: +1
* spin multiplicity: 1
* electronic energy: -1405.70971 Eh
* orbital gap: 7.2 eV
* E_LUMO: -4.3 eV
* ΔE to the lowest compared entry with this formula, charge and spin: 0.607 eV

Mulliken population analysis, charges in e, atoms 1 to 2:
1. Mg 0.941
2. Cl -0.651

***

Entry 7:
Formula: C3H11P3
Source: OMol25
Level of theory: ωB97M-V/def2-TZVPD

Cartesian coordinates (Å):
1 C -0.2319 -0.8796 1.7490
2 C -0.4021 1.4549 0.0321
3 C 0.2993 0.1103 -0.0820
4 P 2.0557 0.1768 0.0234
5 P -0.8048 0.2313 -2.9592
6 P -0.2318 -1.1133 -1.3260
7 H 0.1771 -0.1526 2.4046
8 H 0.2640 -1.8675 1.8749
9 H -1.3684 -0.9494 1.9291
10 H -0.3561 1.9655 0.9658
11 H 0.0128 2.1523 -0.6483
12 H -1.4691 1.4300 -0.3125
13 H 2.4162 -1.0812 0.6345
14 H 2.1428 1.0635 1.2744
15 H -1.1470 -0.4870 -4.0210
16 H 0.4631 0.4866 -3.4725
17 H -1.5882 -1.3536 -0.9469

Calculated values
* spin multiplicity: 1
* electronic energy: -1144.81197 Eh
* orbital gap: 9.0 eV
* E_LUMO: 0.7 eV
* ΔE to the lowest compared entry with this formula, charge and spin: 2.123 eV

Mulliken population analysis, charges in e, atoms 1 to 2:
1. C -1.008
2. C -1.510

***

Entry 8:
Formula: C44H35IN8O12S
Source: OMol25
Level of theory: ωB97M-V/def2-TZVPD

Cartesian coordinates (Å):
1 O -2.7937 0.7893 6.5897
2 N -3.8665 0.2193 6.6456
3 O -4.1593 -0.6117 7.4824
4 C -4.8649 0.5440 5.6184
5 C -4.5372 1.4513 4.6280
6 C -5.4705 1.7415 3.6445
7 C -6.7174 1.1260 3.6684
8 C -7.0290 0.2237 4.6796
9 C -6.1000 -0.0745 5.6625
10 H -3.5672 1.9254 4.6152
11 H -5.2225 2.4433 2.8671
12 H -7.4453 1.3460 2.9028
13 H -7.9998 -0.2524 4.6998
14 H -6.3378 -0.7777 6.4466
15 O -6.6028 2.3815 0.9642
16 N -5.6212 2.1934 0.2721
17 O -4.5315 2.6903 0.4967
18 C -5.7602 1.3217 -0.8990
19 C -6.9984 0.7697 -1.1781
20 C -7.1330 -0.0318 -2.2990
21 C -6.0392 -0.2674 -3.1232
22 C -4.8045 0.2926 -2.8250
23 C -4.6580 1.0900 -1.7029
24 H -7.8461 0.9596 -0.5370
25 H -8.0937 -0.4687 -2.5336
26 H -6.1484 -0.8879 -4.0031
27 H -3.9583 0.1086 -3.4680
28 H -3.6976 1.5242 -1.4720
29 O -3.8733 -2.1212 -6.6236
30 N -3.1362 -1.5375 -5.8570
31 O -3.1467 -1.6839 -4.6485
32 C -2.1811 -0.5741 -6.4215
33 C -2.1718 -0.3644 -7.7889
34 C -1.2895 0.5641 -8.3144
35 C -0.4344 1.2657 -7.4736
36 C -0.4550 1.0369 -6.1050
37 C -1.3330 0.1094 -5.5698
38 H -2.8410 -0.9111 -8.4362
39 H -1.2720 0.7445 -9.3802
40 H 0.2476 1.9969 -7.8870
41 H 0.2068 1.5872 -5.4522
42 H -1.3568 -0.0667 -4.5050
43 O -1.9623 2.5307 -3.1782
44 N -1.6315 3.6411 -3.5502
45 O -0.8576 3.8551 -4.4608
46 C -2.1945 4.7994 -2.8403
47 C -3.0447 4.5809 -1.7727
48 C -3.5539 5.6700 -1.0862
49 C -3.2127 6.9577 -1.4790
50 C -2.3642 7.1586 -2.5611
51 C -1.8470 6.0739 -3.2500
52 H -3.3101 3.5814 -1.4693
53 H -4.2139 5.5110 -0.2446
54 H -3.6079 7.8080 -0.9392
55 H -2.1020 8.1621 -2.8659
56 H -1.1837 6.2239 -4.0887
57 O 8.3509 -6.4996 1.7221
58 N 7.4596 -7.1027 1.1615
59 O 7.6226 -7.8955 0.2563
60 C 6.0800 -6.8555 1.6110
61 C 5.8567 -5.9339 2.6166
62 C 4.5545 -5.6918 3.0233
63 C 3.5004 -6.3703 2.4250
64 C 3.7461 -7.2984 1.4215
65 C 5.0447 -7.5456 1.0077
66 H 6.6798 -5.4081 3.0765
67 H 4.3632 -4.9695 3.8051
68 H 2.4837 -6.1731 2.7395
69 H 2.9247 -7.8272 0.9582
70 H 5.2428 -8.2637 0.2263
71 O 8.9800 1.5458 0.2336
72 N 7.9251 0.9601 0.3440
73 O 7.6690 0.1483 1.2126
74 C 6.8696 1.2461 -0.6388
75 C 7.1275 2.1401 -1.6612
76 C 6.1341 2.3915 -2.5933
77 C 4.9048 1.7534 -2.4901
78 C 4.6628 0.8640 -1.4514
79 C 5.6507 0.6042 -0.5157
80 H 8.0853 2.6330 -1.7351
81 H 6.3201 3.0843 -3.4021
82 H 4.1330 1.9492 -3.2228
83 H 3.7047 0.3696 -1.3713
84 H 5.4697 -0.0895 0.2929
85 S 0.3507 -3.7285 3.4384
86 C 1.5466 -2.4988 3.9270
87 C 2.8013 -2.5543 3.3661
88 C 3.7952 -1.6156 3.7086
89 N 5.0326 -1.7275 3.1418
90 C 5.8830 -0.8148 3.5133
91 C 5.5546 0.2303 4.4063
92 N 4.3884 0.3621 4.9677
93 C 3.4850 -0.5992 4.6186
94 C 2.1949 -0.5569 5.1874
95 C 1.2337 -1.4811 4.8715
96 I -0.6498 -1.3794 5.7787
97 H 0.7843 -4.7890 4.1377
98 H 3.0164 -3.3230 2.6443
99 H 6.8836 -0.8527 3.1195
100 H 6.3121 0.9657 4.6376
101 H 1.9675 0.2288 5.8902

Calculated values
* SMILES: O=[N+]([O-])c1ccccc1.O=[N+]([O-])c1ccccc1.O=[N+]([O-])c1ccccc1.O=[N+]([O-])c1ccccc1.O=[N+]([O-])c1ccccc1.O=[N+]([O-])c1ccccc1.Sc1cc2nccnc2cc1I
* spin multiplicity: 1
* electronic energy: -3733.95916 Eh
* orbital gap: 7.9 eV
* E_LUMO: -0.9 eV

Mulliken population analysis, charges in e, atoms 1 to 2:
1. O -0.583
2. N 1.017